1.
# C15H33BaN2O13

A structure of composition C15H33BaN2O13 at a distorted geometry (wB97M-V/def2-TZVPD, the OMol25 dataset).

## Properties
**Energy**: -46378.232 eV
**Kohn-Sham gap**: 4.70 eV

ORCA input file:
```
! wB97M-V def2-TZVPD RIJCOSX def2/J DEFGRID3
* xyz -1 1
Ba -18.1529 -13.3093 -32.8460
O -15.1753 -17.8481 -36.3846
C -14.7890 -17.6914 -35.1601
O -13.6057 -17.9881 -34.8963
O -15.5941 -17.3331 -34.2780
H -14.3116 -18.1805 -36.6398
O -15.3084 -13.9530 -27.0531
C -14.6094 -14.6970 -27.8898
O -14.7628 -14.5035 -29.0938
O -14.0269 -15.6522 -27.4192
H -15.0824 -14.5963 -26.3773
O -23.0625 -8.2982 -34.4476
C -21.9167 -8.9431 -34.7424
O -21.4876 -9.7615 -33.9189
O -21.3705 -8.9589 -35.8874
H -23.1964 -8.7106 -33.5911
C -19.3509 -15.6335 -29.3559
O -19.5314 -14.3040 -29.6478
C -20.1572 -13.6307 -28.5256
C -20.2658 -12.0996 -28.7711
N -18.8911 -11.6874 -28.9764
C -18.7500 -10.2578 -28.8142
C -17.3375 -9.8791 -29.3992
O -17.1832 -10.1418 -30.7746
C -17.6305 -9.0847 -31.6114
H -18.5817 -15.7932 -28.6004
H -19.0127 -16.1733 -30.2405
H -20.2109 -16.2136 -29.0212
H -19.5431 -13.6988 -27.6276
H -21.1432 -14.0303 -28.2883
H -20.7421 -11.6434 -27.9032
H -20.9666 -12.0184 -29.6020
H -18.2662 -12.1324 -28.3195
H -18.8133 -10.0399 -27.7481
H -19.5836 -9.6648 -29.1904
H -16.5503 -10.4380 -28.8932
H -17.1569 -8.8336 -29.1496
H -17.0001 -8.2152 -31.7975
H -18.5307 -8.6348 -31.1926
H -17.9660 -9.4658 -32.5759
C -21.7067 -14.5507 -34.3719
O -20.4755 -14.3616 -35.1201
C -20.7646 -13.9959 -36.4624
C -19.4110 -13.9060 -37.1493
N -18.5321 -12.8593 -36.6407
C -17.3069 -12.7846 -37.3724
C -16.3505 -11.8547 -36.6166
O -16.1596 -12.2313 -35.2765
C -14.9196 -11.7937 -34.7486
H -21.5918 -14.9366 -33.3590
H -22.3715 -15.2163 -34.9224
H -22.2246 -13.5916 -34.3806
H -21.3320 -13.0656 -36.4870
H -21.3886 -14.7453 -36.9493
H -19.6625 -13.7491 -38.1982
H -18.8272 -14.8237 -37.2208
H -18.9951 -11.9627 -36.6824
H -17.4820 -12.2956 -38.3308
H -16.8560 -13.7567 -37.5718
H -16.7928 -10.8587 -36.5962
H -15.4424 -11.6277 -37.1751
H -14.7452 -12.0784 -33.7109
H -15.0016 -10.7076 -34.7088
H -14.0293 -12.1442 -35.2707
*
```

---

2.
# C15H33ClNO10P3

A cluster of 3 separate species, C15H33ClNO10P3 in total at a distorted geometry (wB97M-V/def2-TZVPD, the OMol25 dataset).

## Properties
**Energy**: -78435.766 eV
**Kohn-Sham gap**: 6.78 eV
**Structure (SMILES)**: CCOP(=O)(OCC)OCC.CCOP(=O)(OCC)OCC.C#CP(Cl)CON=O

ORCA input file:
```
! wB97M-V def2-TZVPD RIJCOSX def2/J DEFGRID3
* xyz 0 1
C 1.0825 4.4449 3.8602
C 1.2016 5.2783 2.5971
O 2.2350 4.7883 1.7510
P 1.9332 3.4242 0.8636
O 1.0327 4.0778 -0.1723
O 3.2762 3.4232 -0.1057
C 3.1548 3.2596 -1.5184
C 3.3142 4.6018 -2.2065
O 2.8090 2.5182 1.9945
C 4.2330 2.4820 2.0887
C 4.8786 3.7975 2.4724
H 0.7514 3.4290 3.6264
H 0.3624 4.8900 4.5502
H 2.0480 4.3608 4.3622
H 0.2504 5.3062 2.0570
H 1.4626 6.3060 2.8601
H 2.2095 2.7828 -1.7825
H 3.9545 2.5866 -1.8404
H 2.6302 5.3494 -1.8013
H 3.1404 4.5119 -3.2814
H 4.3255 4.9880 -2.0490
H 4.6681 2.0717 1.1757
H 4.4552 1.7550 2.8754
H 4.8036 4.5319 1.6695
H 5.9406 3.6472 2.6833
H 4.4040 4.2242 3.3572
C -3.2088 -5.5300 -2.6054
C -2.8958 -4.2091 -1.9260
O -2.4239 -4.4134 -0.6051
P -0.8577 -4.9295 -0.4079
O -0.2483 -3.5616 -0.6911
O -0.7252 -4.7623 1.2368
C 0.3901 -4.0863 1.8151
C -0.0209 -2.6903 2.2429
O -1.4995 -6.4733 -0.1150
C -2.1316 -6.8844 1.0982
C -3.4250 -6.1639 1.4182
H -2.2981 -6.1177 -2.7522
H -3.6701 -5.3630 -3.5812
H -3.8837 -6.1306 -1.9932
H -2.1654 -3.6355 -2.5057
H -3.8066 -3.6096 -1.8559
H 1.2384 -4.0627 1.1294
H 0.7026 -4.6600 2.6923
H -0.4820 -2.1342 1.4250
H 0.8393 -2.1260 2.6108
H -0.7672 -2.7454 3.0408
H -1.4289 -6.8384 1.9319
H -2.3612 -7.9454 0.9625
H -3.2491 -5.1226 1.6910
H -3.9240 -6.6460 2.2630
H -4.1012 -6.1724 0.5622
C -1.1155 -0.0581 -3.4035
C -0.9957 1.1567 -3.2706
P -1.1956 3.0020 -2.9945
Cl -0.7387 3.9404 -4.8193
C -3.0610 3.2832 -2.6389
O -3.7434 2.0498 -3.0529
N -4.7330 2.3382 -3.9859
O -4.3962 2.0156 -5.0695
H -1.4210 -1.1265 -3.2359
H -3.2492 3.3974 -1.5208
H -3.4486 4.2001 -3.1704
*
```

---

3.
# C15H33ClSi

An isolated molecule of C15H33ClSi at a distorted geometry (wB97M-V/def2-TZVPD, the OMol25 dataset).

## Properties
**Energy**: -36490.277 eV
**Kohn-Sham gap**: 10.44 eV
**Structure (SMILES)**: CCCCCCCCCCCC[Si](C)(C)CCl

ORCA input file:
```
! wB97M-V def2-TZVPD RIJCOSX def2/J DEFGRID3
* xyz 0 1
C 3.3869 0.0386 0.7068
C 2.5655 1.2999 1.0645
C 1.9397 1.2585 2.5015
C 1.1994 2.5629 2.8546
C 0.0267 2.8964 1.8921
C -1.1881 2.0918 1.9180
C -2.2412 2.5736 0.8509
C -2.0095 2.1524 -0.5907
C -2.1970 0.6398 -0.8337
C -1.5581 0.1756 -2.1368
C -0.0511 -0.0364 -2.1380
C 0.3845 -1.0789 -1.1259
Si -0.3013 -2.7700 -1.2533
C 0.4691 -3.7197 -2.6989
C -2.1913 -2.8333 -1.2797
C 0.5425 -3.6579 0.2523
Cl 2.2554 -3.7411 0.3511
H 4.3387 -0.1344 1.2966
H 2.7346 -0.8100 1.1035
H 3.6484 -0.0709 -0.3161
H 1.6868 1.4388 0.4057
H 3.1515 2.2119 1.1193
H 1.1922 0.4161 2.4383
H 2.6575 0.8609 3.2048
H 0.6957 2.4857 3.8587
H 1.9510 3.4093 2.9709
H -0.1816 3.9694 1.9082
H 0.4528 2.8940 0.8735
H -0.8575 1.0235 1.6984
H -1.6293 2.0100 2.8884
H -2.2070 3.7152 0.9139
H -3.2703 2.3169 1.2198
H -0.9761 2.3779 -0.8428
H -2.5511 2.8243 -1.2989
H -3.2673 0.3662 -0.7951
H -1.7179 0.1138 0.0084
H -1.8176 0.8445 -3.0357
H -2.0494 -0.6951 -2.5467
H 0.4813 0.9066 -1.9744
H 0.2558 -0.2329 -3.2027
H 0.3907 -0.7928 -0.0801
H 1.4738 -1.2192 -1.2464
H 1.5420 -3.6418 -2.8296
H -0.0323 -3.5607 -3.6571
H 0.1944 -4.6880 -2.2856
H -2.6027 -2.2215 -0.4303
H -2.5927 -3.8582 -1.1135
H -2.6554 -2.4595 -2.2326
H 0.3007 -2.9725 1.0921
H 0.2282 -4.6797 0.5522
*
```

---

no.,LUMO energy (eV)
1,0.183
2,-2.044
3,0.777